C6H7NO2 | ωB97M-V with the def2-TZVPD basis set

E_HOMO (spin up / spin down)	-8.3 / -8.4	eV
energy relative to the best compared isomer or geometry (same formula, charge and spin)	7.111	eV
SMILES string	CC1=C([N+](=O)[O-])C=CC1
LUMO (spin up / spin down)	-0.627 / -1.209	eV
gap between HOMO and LUMO (spin up / spin down)	7.65 / 7.17	eV

Structure (XYZ):
```
16
Properties=species:S:1:pos:R:3:lowdin_charge:R:1
C 1.399 -1.704 -0.045 -0.074
C 0.043 -1.901 -0.061 -0.125
C 1.823 -0.394 -0.122 -0.016
C 0.234 0.413 0.064 -0.050
C -0.692 -0.717 0.059 -0.220
C 0.047 1.858 -0.150 -0.074
N 3.075 0.213 -0.013 -0.388
O 4.032 -0.547 -0.071 0.069
O 3.124 1.446 0.102 0.047
H 2.140 -2.479 0.097 0.118
H -0.236 -2.907 0.100 0.100
H -1.421 -0.566 -0.772 0.166
H -1.013 -0.828 1.128 0.182
H 0.809 2.498 0.565 0.144
H -0.937 1.985 0.274 0.069
H 0.156 2.334 -1.058 0.051
```

C6H7NO2 | ωB97M-V with the def2-TZVPD basis set

E_HOMO	-8.4	eV
energy relative to the best compared isomer or geometry (same formula, charge and spin)	3.048	eV
SMILES string	[O-][n+]1cccc(CO)c1
LUMO	0.541	eV
gap between HOMO and LUMO	8.99	eV

Structure (XYZ):
```
16
Properties=species:S:1:pos:R:3:lowdin_charge:R:1
C 1.764 -0.999 0.050 -0.218
C 0.438 -0.337 0.039 -0.155
C 0.366 1.123 0.005 -0.022
C -0.881 1.686 0.015 -0.082
C -1.995 0.886 -0.085 -0.064
C -0.798 -1.050 -0.093 0.049
H 3.559 -0.426 -0.403 0.119
H 1.932 -1.651 1.005 0.158
H 1.792 -1.536 -0.940 0.140
H 1.263 1.762 0.139 0.121
H -1.012 2.788 0.076 0.125
H -3.036 1.360 0.152 0.167
H -0.990 -2.096 0.004 0.127
N -2.051 -0.453 -0.091 -0.276
O 2.779 0.036 0.029 -0.112
O -3.129 -1.094 0.097 -0.077
```

C6H7NO2 | ωB97M-V with the def2-TZVPD basis set

E_HOMO	-8.5	eV
energy relative to the best compared isomer or geometry (same formula, charge and spin)	5.332	eV
SMILES string	[O-][n+]1cccc(CO)c1
LUMO	0.517	eV
gap between HOMO and LUMO	9.04	eV

Structure (XYZ):
```
16
Properties=species:S:1:pos:R:3:lowdin_charge:R:1
C 0.962 -2.033 0.048 -0.190
C 0.252 -0.729 -0.010 -0.198
C -0.695 -0.479 -0.980 -0.109
C -1.365 0.681 -1.067 -0.063
C -1.087 1.746 -0.086 0.040
C 0.559 0.359 0.838 0.015
H 1.246 -2.466 -1.800 -0.090
H 0.444 -2.665 0.873 0.159
H 2.192 -1.906 0.228 0.186
H -1.016 -1.477 -1.724 0.196
H -2.310 0.946 -1.776 0.157
H -1.527 2.670 -0.012 0.091
H 1.166 0.194 1.632 0.109
N -0.073 1.517 0.848 -0.299
O 0.900 -2.751 -1.158 0.026
O 0.170 2.353 1.681 -0.028
```

C6H7NO3P | ωB97M-V with the def2-TZVPD basis set

E_HOMO	-3.3	eV
energy relative to the best compared isomer or geometry (same formula, charge and spin)	3.931	eV
SMILES string	[O-]P(c1cccnc1)C(O)O
net charge	-1
LUMO	3.634	eV
gap between HOMO and LUMO	6.95	eV

Structure (XYZ):
```
18
Properties=species:S:1:pos:R:3:lowdin_charge:R:1
C -1.425 -2.363 -0.873 -0.088
C -0.543 -1.640 -0.117 -0.161
C -2.517 -1.600 -1.369 -0.184
C -1.789 0.283 -0.339 -0.172
C -0.566 -0.302 0.061 -0.324
C 2.524 1.059 0.661 -0.590
N -2.731 -0.349 -1.002 0.034
O 0.037 2.177 0.749 -0.589
O 2.296 1.980 -0.291 -0.112
O 3.113 1.480 1.871 -0.156
P 0.465 0.774 1.281 0.814
H -1.222 -3.244 -1.336 0.053
H 0.369 -2.231 0.058 0.102
H -3.367 -2.122 -1.886 0.096
H -1.720 1.299 -0.221 0.052
H 3.184 0.230 0.423 0.097
H 1.392 2.331 0.074 0.011
H 2.500 2.238 2.255 0.118
```

C6H7NO3S | ωB97M-V with the def2-TZVPD basis set

E_HOMO	-9.7	eV
energy relative to the best compared isomer or geometry (same formula, charge and spin)	0.304	eV
SMILES string	COC(=O)CC1=NC(=O)CS1
LUMO	0.237	eV
gap between HOMO and LUMO	9.95	eV

Structure (XYZ):
```
18
Properties=species:S:1:pos:R:3:lowdin_charge:R:1
C 3.272 -1.552 0.230 -0.049
C 1.223 -1.262 1.237 -0.592
C 0.306 0.035 1.567 -0.020
C -0.473 0.481 0.288 -0.655
C -1.318 2.000 -1.075 -0.577
C -1.957 0.726 -1.623 -0.310
H 3.566 -1.627 -0.940 0.147
H 3.314 -2.574 0.619 0.089
H 3.830 -0.796 0.768 0.093
H -0.437 -0.415 2.194 0.096
H 1.068 0.945 1.912 0.193
H -1.863 0.712 -2.664 0.062
H -3.155 0.665 -1.570 0.139
N -0.543 1.744 0.029 0.122
O 1.951 -1.064 0.153 -0.071
O 1.207 -2.180 1.921 0.177
O -1.527 3.072 -1.506 0.124
S -1.368 -0.644 -0.550 1.032
```

C6H7NO3S2 | ωB97M-V with the def2-TZVPD basis set

E_HOMO (spin up / spin down)	-8.8 / -8.8	eV
energy relative to the best compared isomer or geometry (same formula, charge and spin)	2.835	eV
LUMO (spin up / spin down)	-1.980 / -1.980	eV
gap between HOMO and LUMO (spin up / spin down)	6.83 / 6.83	eV

Structure (XYZ):
```
19
Properties=species:S:1:pos:R:3:lowdin_charge:R:1
C 1.002 -0.492 0.474 -0.727
C -1.083 -0.772 -1.748 -0.966
C -1.123 -1.000 1.462 -0.452
C 1.518 -1.211 -0.893 -0.282
C 0.374 1.806 -0.379 -0.044
C -1.056 0.537 1.129 -0.060
N -0.053 0.516 0.071 -0.169
O 0.024 -1.543 1.029 0.017
O 1.883 -0.118 1.215 0.033
O -2.039 -1.736 1.732 0.099
S -2.482 -0.179 -2.095 0.847
S 0.142 -1.883 -1.815 1.037
H 2.042 -0.463 -1.471 0.084
H 2.137 -1.946 -0.600 0.047
H -0.424 2.480 -0.716 0.098
H 0.690 2.288 0.598 0.122
H 1.216 1.602 -0.969 0.073
H -0.738 1.009 1.976 0.092
H -2.030 1.105 1.000 0.151
```

C6H7NS | ωB97M-V with the def2-TZVPD basis set

E_HOMO (spin up / spin down)	-6.9 / -9.5	eV
energy relative to the best compared isomer or geometry (same formula, charge and spin)	8.417	eV
LUMO (spin up / spin down)	-0.256 / -0.614	eV
gap between HOMO and LUMO (spin up / spin down)	6.68 / 8.90	eV

Structure (XYZ):
```
15
Properties=species:S:1:pos:R:3:lowdin_charge:R:1
C -1.785 1.328 0.135 -0.003
C -2.182 0.542 1.032 -0.069
C -0.008 -0.117 -0.464 -0.336
C -0.667 1.354 -0.782 -0.107
C -1.713 -0.805 0.868 -0.775
C 1.412 -0.197 -0.851 -0.044
N -0.607 -0.983 0.158 0.032
S -2.735 -2.156 1.387 0.724
H -1.065 1.587 -1.856 0.140
H 0.172 2.049 -0.506 0.118
H 0.498 -1.427 2.261 0.123
H 1.731 0.729 -1.306 0.067
H 1.781 -1.021 -1.512 0.100
H 1.962 -0.534 0.035 0.076
H -3.615 -1.347 2.228 -0.047
```

C6H7NS | ωB97M-V with the def2-TZVPD basis set

E_HOMO	-9.5	eV
energy relative to the best compared isomer or geometry (same formula, charge and spin)	0.000	eV
SMILES string	Cc1cncc(S)c1
LUMO	0.711	eV
gap between HOMO and LUMO	10.18	eV

Structure (XYZ):
```
15
Properties=species:S:1:pos:R:3:lowdin_charge:R:1
C 0.384 -2.201 0.636 -0.056
C 0.137 -0.852 0.013 -0.256
C -0.251 -0.722 -1.326 -0.106
C -0.340 1.558 -1.216 -0.178
C 0.024 1.549 0.132 -0.596
C 0.281 0.323 0.751 -0.058
H 0.383 -2.981 -0.120 0.069
H -0.417 -2.441 1.365 0.091
H 1.362 -2.225 1.154 0.088
H -0.365 -1.602 -1.955 0.112
H -0.508 2.491 -1.717 0.095
H -1.024 3.242 1.419 -0.131
H 0.565 0.326 1.782 0.105
N -0.481 0.445 -1.929 0.063
S 0.250 3.091 1.010 0.757
```

C6H7NS | ωB97M-V with the def2-TZVPD basis set

E_HOMO (spin up / spin down)	-7.6 / -7.6	eV
energy relative to the best compared isomer or geometry (same formula, charge and spin)	1.477	eV
SMILES string	Cc1cccc[n+]1[S-]
LUMO (spin up / spin down)	0.129 / 0.129	eV
gap between HOMO and LUMO (spin up / spin down)	7.73 / 7.73	eV

Structure (XYZ):
```
15
Properties=species:S:1:pos:R:3:lowdin_charge:R:1
C -0.015 -1.772 0.511 -0.120
C 0.416 -1.881 -0.774 -0.058
C -0.359 -0.617 1.049 -0.048
C 0.538 -0.748 -1.518 -0.131
C -0.253 0.537 0.300 -0.293
C -0.343 1.945 0.844 -0.087
N 0.153 0.440 -0.996 -0.472
S 0.142 1.796 -2.083 0.491
H -0.239 -2.666 1.145 0.134
H 0.759 -2.944 -1.039 0.145
H -0.765 -0.634 2.055 0.128
H 0.815 -0.547 -2.536 0.082
H -0.952 2.058 1.785 0.090
H 0.792 2.338 1.072 0.150
H -0.689 2.695 0.185 -0.009
```

C6H7NS | ωB97M-V with the def2-TZVPD basis set

E_HOMO (spin up / spin down)	-7.3 / -7.3	eV
energy relative to the best compared isomer or geometry (same formula, charge and spin)	6.567	eV
LUMO (spin up / spin down)	0.201 / 0.199	eV
gap between HOMO and LUMO (spin up / spin down)	7.47 / 7.46	eV

Structure (XYZ):
```
15
Properties=species:S:1:pos:R:3:lowdin_charge:R:1
C -1.906 2.496 -1.512 -0.410
C -0.363 1.007 -0.975 -0.071
C -2.252 0.074 -0.315 -0.437
C -1.162 -0.776 0.092 -0.293
C 0.014 0.131 0.195 -0.368
C 1.458 -0.480 0.125 -0.031
N -0.690 2.123 -1.330 -0.021
S -3.156 1.337 -0.748 0.954
H -2.147 3.532 -1.698 0.045
H -1.224 -1.330 0.985 0.095
H -0.982 -1.589 -0.681 0.157
H -0.149 0.857 1.097 0.178
H 1.560 -1.170 -0.767 0.110
H 1.390 -1.063 0.935 0.022
H 2.087 0.373 0.189 0.070
```

C6H7O2 | ωB97M-V with the def2-TZVPD basis set

E_HOMO	-14.6	eV
energy relative to the best compared isomer or geometry (same formula, charge and spin)	0.413	eV
net charge	+1
LUMO	-5.397	eV
gap between HOMO and LUMO	9.16	eV

Structure (XYZ):
```
15
Properties=species:S:1:pos:R:3:lowdin_charge:R:1
C -2.259 0.394 0.013 0.051
C -1.226 1.352 -0.037 0.119
C -1.921 -0.958 -0.120 0.000
C 0.128 0.909 -0.063 -0.270
C 0.267 -0.452 0.012 -0.084
C 1.804 -1.308 -0.055 0.074
O -0.680 -1.334 -0.099 0.128
O 1.228 1.646 -0.080 0.129
H -3.244 0.626 0.067 0.097
H -1.309 2.468 -0.078 0.163
H -2.528 -1.832 -0.293 0.162
H 1.661 -2.423 0.166 0.104
H 2.586 -0.726 0.583 0.107
H 2.273 -1.154 -1.019 0.059
H 1.042 2.485 -0.554 0.159
```

C6H7O4P | ωB97M-V with the def2-TZVPD basis set

E_HOMO	0.2	eV
energy relative to the best compared isomer or geometry (same formula, charge and spin)	0.562	eV
net charge	-2
LUMO	6.367	eV
gap between HOMO and LUMO	6.16	eV

Structure (XYZ):
```
18
Properties=species:S:1:pos:R:3:lowdin_charge:R:1
C -2.403 -0.073 -0.233 -0.187
C -1.889 -1.394 -0.056 -0.259
C -1.713 1.078 -0.394 -0.126
C -0.608 -1.470 0.218 0.023
C -0.193 1.167 -0.379 -0.211
C 0.630 0.215 0.517 -0.559
O 3.064 -0.603 1.102 -0.256
O 2.493 -1.325 -1.282 -0.459
O 2.984 1.155 -0.825 -0.439
O 0.672 0.553 1.743 -0.201
P 2.345 -0.133 -0.341 0.317
H -3.484 0.001 -0.353 0.063
H -2.479 -2.214 -0.187 0.023
H -2.136 2.060 -0.354 0.058
H -0.061 -2.418 0.453 0.046
H 0.290 1.270 -1.353 0.089
H -0.037 2.182 0.060 0.099
H 2.525 -0.050 1.665 -0.023
```

> What is the formula in the ninth record?

C6H7NS

> What is the formula in the fourth record?

C6H7NO3P